No. 1
Density functional theory data (ωB97M-V with the def2-TZVPD basis set) for a 2-piece molecular cluster, C15H14BCl4NO overall at a distorted geometry.

Last column: Mulliken charge in e.
CARTESIAN COORDINATES (ANGSTROEM)
Cl (-2.906, -3.444, -3.191)  -0.309
B (-2.275, -2.307, -1.861)  0.710
Cl (-3.698, -1.685, -0.866)  -0.294
Cl (-1.107, -3.230, -0.771)  -0.275
O (-1.578, -1.176, -2.472)  -0.527
C (-1.026, -0.242, -1.681)  -0.331
C (-0.352, 0.858, -2.213)  0.331
C (0.230, 1.866, -1.406)  -0.072
C (0.881, 2.926, -1.982)  -0.785
C (0.980, 3.020, -3.367)  0.491
Cl (1.808, 4.356, -4.086)  -0.169
C (0.418, 2.042, -4.178)  -0.752
C (-0.239, 0.979, -3.616)  -0.365
H (-1.119, -0.372, -0.613)  0.545
H (0.161, 1.790, -0.337)  0.394
H (1.326, 3.698, -1.378)  0.442
H (0.506, 2.128, -5.248)  0.424
H (-0.680, 0.211, -4.226)  0.535
C (3.438, -0.920, 0.680)  -0.945
N (2.274, -0.466, 1.263)  -0.361
C (1.520, -1.251, 1.919)  -0.573
C (0.299, -0.810, 2.558)  0.801
C (-0.504, -1.705, 3.260)  -0.605
C (-1.662, -1.273, 3.869)  -0.569
C (-2.033, 0.054, 3.783)  -0.434
C (-1.246, 0.954, 3.093)  -0.532
C (-0.086, 0.525, 2.486)  -0.263
H (3.949, -0.102, 0.172)  0.292
H (4.104, -1.329, 1.440)  0.344
H (3.213, -1.699, -0.049)  0.340
H (1.801, -2.286, 2.012)  0.414
H (-0.204, -2.736, 3.327)  0.373
H (-2.271, -1.973, 4.415)  0.402
H (-2.937, 0.389, 4.264)  0.388
H (-1.533, 1.991, 3.033)  0.398
H (0.548, 1.220, 1.966)  0.538

Results
energy	-2575.7125	Ha
frontier orbital gap	0.2454	Eh


No. 2
Density functional theory data (ωB97M-V with the def2-TZVPD basis set) for an isolated ion of composition C4H7NO2 and charge +1 at a distorted geometry.

Last column: Mulliken charge in e.
CARTESIAN COORDINATES (ANGSTROEM)
C (0.565, -0.538, 1.908)  0.056
N (0.057, -0.879, 0.648)  0.003
C (0.615, 1.189, -0.582)  -1.197
C (-0.491, 0.221, -0.249)  0.303
C (-1.014, -0.551, -1.483)  -0.078
O (-0.690, -1.683, -1.685)  -0.424
O (0.287, 0.465, 2.493)  -0.285
H (1.340, -1.256, 2.199)  0.395
H (-0.248, -1.813, 0.345)  0.305
H (1.477, 0.553, -0.778)  0.393
H (0.804, 1.794, 0.315)  0.374
H (0.410, 1.885, -1.391)  0.375
H (-1.341, 0.629, 0.338)  0.392
H (-1.771, -0.015, -2.080)  0.387

Results
energy	-361.4733	Ha
spin multiplicity	2
net charge	+1
frontier orbital gap (spin up / spin down)	0.4092 / 0.2219	Eh
energy relative to the best compared isomer or geometry (same formula, charge and spin)	16.5	kcal/mol


No. 3
Density functional theory data (ωB97M-V with the def2-TZVPD basis set) for a 2-piece molecular cluster, C24H30N2O9 overall at a distorted geometry.

Last column: Mulliken charge in e.
CARTESIAN COORDINATES (ANGSTROEM)
O (3.739, 0.055, -2.739)  -0.748
O (-5.875, 2.921, 2.576)  -0.605
O (-1.385, 2.146, 4.388)  -0.703
O (2.938, -3.234, -1.526)  -0.627
O (-2.530, 0.281, -2.553)  -0.585
O (8.285, -6.725, -0.756)  -0.593
O (5.945, -7.167, -2.080)  -0.603
O (0.974, -2.733, -3.566)  -0.538
O (1.907, 1.572, -1.566)  -0.636
C (3.003, -0.909, -2.510)  0.574
C (-5.523, 1.774, 2.809)  0.820
C (-2.428, 2.644, 3.980)  -0.219
C (3.655, -2.190, -2.072)  0.072
C (5.041, -2.314, -2.126)  -0.541
C (7.888, -4.358, -0.744)  -0.725
C (-0.755, -1.241, -3.002)  -0.944
C (-0.291, 0.902, -2.039)  -0.562
C (7.067, -3.278, -1.086)  -0.864
C (5.467, -4.800, -2.073)  -0.758
C (-1.203, -0.019, -2.524)  0.352
C (7.499, -5.655, -1.067)  0.341
C (6.292, -5.883, -1.738)  1.556
C (0.606, -1.548, -3.004)  1.271
C (1.066, 0.606, -2.030)  -0.008
C (5.842, -3.487, -1.740)  -0.179
C (1.546, -0.633, -2.503)  0.214
N (-2.992, 3.593, 4.737)  -0.134
N (-4.261, 1.342, 2.768)  -0.059
C (-6.565, 0.724, 3.116)  -1.461
C (-4.201, 4.382, 4.524)  -0.708
C (-3.409, 3.310, -1.095)  -1.626
C (-1.614, 3.821, 1.370)  -1.810
C (-3.299, 2.384, 0.123)  -0.511
C (-2.981, 3.113, 1.452)  0.547
C (-3.006, 2.118, 2.645)  0.000
H (3.542, -3.842, -1.065)  0.440
H (-2.658, 1.187, -2.231)  0.173
H (7.820, -7.513, -1.092)  0.341
H (5.130, -7.171, -2.609)  0.306
H (0.179, -3.253, -3.754)  0.289
H (2.809, 1.344, -1.875)  0.391
H (5.618, -1.455, -2.460)  0.508
H (8.834, -4.201, -0.236)  0.393
H (-1.488, -1.938, -3.391)  0.305
H (-0.609, 1.870, -1.671)  0.435
H (7.389, -2.270, -0.839)  0.441
H (4.550, -4.973, -2.628)  0.398
H (-2.472, 3.788, 5.579)  0.289
H (-4.138, 0.359, 2.946)  0.281
H (-7.554, 1.168, 3.016)  0.383
H (-6.466, -0.102, 2.413)  0.363
H (-6.426, 0.365, 4.134)  0.327
H (-4.186, 5.261, 5.170)  0.367
H (-5.082, 3.790, 4.774)  0.214
H (-4.275, 4.722, 3.492)  0.245
H (-3.801, 2.749, -1.943)  0.557
H (-4.090, 4.132, -0.874)  0.411
H (-2.431, 3.707, -1.364)  0.312
H (-1.610, 4.554, 0.565)  0.458
H (-1.405, 4.362, 2.292)  0.481
H (-0.821, 3.092, 1.198)  0.311
H (-4.257, 1.874, 0.215)  0.170
H (-2.535, 1.629, -0.066)  0.585
H (-3.738, 3.881, 1.602)  0.369
H (-2.270, 1.367, 2.356)  0.453

Results
energy	-1719.2292	Ha
frontier orbital gap	0.2866	Eh
energy relative to the best compared isomer or geometry (same formula, charge and spin)	31.9	kcal/mol


No. 4
Density functional theory data (ωB97M-V with the def2-TZVPD basis set) for a 3-piece molecular cluster, C54H70FO8P2S overall at a distorted geometry.

Last column: Mulliken charge in e.
CARTESIAN COORDINATES (ANGSTROEM)
C (5.252, 3.422, 4.336)  -0.462
C (4.088, 4.009, 4.944)  -0.415
C (2.746, 3.198, 5.254)  0.776
O (2.538, 2.823, 6.410)  -0.564
O (1.951, 2.964, 4.147)  -0.227
C (0.828, 2.109, 4.431)  -0.415
C (1.095, 0.548, 4.329)  -0.413
C (2.597, 0.071, 4.299)  -1.187
C (3.477, 0.501, 3.058)  0.386
C (2.724, 0.397, 1.636)  -0.131
C (3.569, 0.999, 0.444)  -0.558
P (4.522, -0.082, -0.814)  3.660
C (4.427, -1.686, 0.225)  -1.115
C (3.435, -2.860, 0.003)  -1.472
C (3.180, -3.664, -1.304)  0.148
F (3.942, -4.920, -1.323)  -0.417
C (5.049, 1.461, -1.874)  -1.434
C (4.592, 2.918, -1.497)  -0.224
C (5.301, 3.927, -2.553)  -0.615
S (5.040, 5.675, -1.993)  -0.299
C (6.140, 0.285, 0.230)  -0.883
C (7.543, -0.192, -0.204)  -0.480
C (8.170, -1.503, 0.508)  -0.285
C (9.680, -1.779, 0.000)  -0.494
O (10.473, -0.594, -0.154)  -0.534
C (5.415, -1.029, -2.234)  -2.058
C (6.097, -2.417, -2.189)  0.246
C (6.007, -3.084, -3.674)  -0.543
O (7.243, -3.788, -3.919)  -0.462
C (7.373, -4.936, -3.065)  -0.493
P (2.635, -0.486, -1.988)  0.690
C (2.396, 0.861, -3.360)  -1.183
C (1.008, -0.216, -1.092)  -0.297
C (0.262, -1.537, -0.510)  -0.848
H (5.502, 3.501, 3.227)  0.141
H (6.025, 2.877, 4.964)  0.251
H (4.050, 5.107, 5.244)  0.300
H (0.319, 2.357, 5.423)  0.346
H (0.037, 2.360, 3.645)  0.210
H (0.584, 0.172, 3.378)  0.149
H (0.529, 0.051, 5.183)  0.441
H (2.582, -1.074, 4.315)  0.447
H (3.072, 0.365, 5.297)  0.363
H (4.437, -0.114, 3.064)  0.172
H (3.802, 1.579, 3.162)  -0.482
H (2.267, -0.624, 1.490)  -0.451
H (1.802, 1.066, 1.806)  0.461
H (2.793, 1.641, -0.105)  0.118
H (4.192, 1.794, 0.990)  -0.130
H (4.353, -1.515, 1.364)  0.197
H (5.481, -2.138, 0.323)  0.439
H (2.489, -2.663, 0.617)  0.347
H (3.869, -3.700, 0.677)  0.506
H (3.470, -3.173, -2.281)  -0.090
H (2.105, -4.015, -1.460)  0.157
H (6.193, 1.603, -1.807)  0.234
H (4.960, 1.343, -3.000)  0.403
H (3.498, 3.171, -1.547)  0.136
H (5.070, 3.209, -0.500)  0.062
H (4.766, 3.793, -3.549)  0.366
H (6.382, 3.653, -2.739)  0.368
H (5.162, 5.570, -0.608)  0.112
H (5.974, -0.053, 1.316)  -0.166
H (6.209, 1.425, 0.353)  0.221
H (8.290, 0.601, 0.183)  0.418
H (7.862, -0.280, -1.281)  0.074
H (7.626, -2.455, 0.224)  -0.002
H (8.211, -1.331, 1.632)  0.325
H (9.549, -2.216, -1.048)  0.158
H (10.227, -2.525, 0.649)  0.334
H (10.308, 0.042, 0.562)  0.341
H (6.232, -0.381, -2.719)  0.474
H (4.679, -1.073, -3.122)  0.614
H (5.815, -3.253, -1.502)  0.402
H (7.230, -2.306, -2.050)  -0.268
H (6.000, -2.211, -4.408)  0.370
H (5.097, -3.749, -3.785)  0.252
H (7.894, -4.622, -2.104)  0.110
H (6.367, -5.385, -2.811)  0.207
H (7.997, -5.753, -3.542)  0.266
H (1.370, 0.613, -3.802)  0.441
H (3.156, 0.753, -4.183)  0.323
H (2.302, 1.898, -2.926)  0.178
H (0.241, 0.052, -1.911)  0.387
H (0.883, 0.644, -0.377)  0.020
H (-0.872, -1.398, -0.558)  0.314
H (0.485, -2.467, -1.100)  0.165
H (0.487, -1.631, 0.605)  0.088
C (-3.009, 4.201, 1.174)  -0.601
C (-4.182, 4.948, 1.248)  -0.480
C (-5.303, 4.559, 0.525)  -0.719
C (-5.250, 3.426, -0.286)  0.559
C (-4.067, 2.691, -0.379)  0.100
C (-2.950, 3.075, 0.362)  -0.721
C (-3.980, 1.514, -1.274)  0.498
O (-2.950, 0.873, -1.350)  -0.656
C (-5.166, 1.137, -2.078)  0.110
C (-5.083, 0.066, -2.967)  -0.593
C (-6.195, -0.302, -3.716)  -0.579
C (-7.395, 0.390, -3.573)  -0.527
C (-7.479, 1.461, -2.693)  -0.539
C (-6.363, 1.843, -1.950)  0.398
C (-6.455, 3.008, -1.040)  0.488
O (-7.504, 3.617, -0.917)  -0.719
H (-2.138, 4.500, 1.746)  0.461
H (-4.223, 5.834, 1.873)  0.387
H (-6.215, 5.141, 0.590)  0.472
H (-2.032, 2.500, 0.304)  0.861
H (-4.153, -0.479, -3.081)  0.508
H (-6.127, -1.132, -4.411)  0.412
H (-8.263, 0.097, -4.152)  0.424
H (-8.415, 1.999, -2.590)  0.442
C (-8.992, 0.401, 2.935)  -0.566
C (-8.787, 0.961, 1.676)  -0.440
C (-9.415, 0.418, 0.563)  -0.688
C (-10.243, -0.694, 0.701)  0.152
C (-10.429, -1.270, 1.959)  0.387
C (-9.811, -0.713, 3.077)  -0.585
C (-11.267, -2.483, 2.114)  0.598
O (-11.434, -2.984, 3.211)  -0.673
C (-11.891, -3.080, 0.910)  0.121
C (-12.635, -4.254, 1.030)  -0.545
C (-13.235, -4.814, -0.090)  -0.455
C (-13.103, -4.201, -1.334)  -0.468
C (-12.358, -3.035, -1.459)  -0.505
C (-11.742, -2.477, -0.339)  0.106
C (-10.921, -1.253, -0.490)  0.527
O (-10.802, -0.719, -1.579)  -0.669
H (-8.509, 0.830, 3.805)  0.399
H (-8.137, 1.822, 1.564)  0.483
H (-9.255, 0.862, -0.414)  0.644
H (-9.963, -1.148, 4.059)  0.463
H (-12.744, -4.734, 1.996)  0.460
H (-13.809, -5.730, 0.005)  0.392
H (-13.577, -4.635, -2.207)  0.395
H (-12.254, -2.564, -2.430)  0.462

Results
energy	-3881.9589	Ha
net charge	-1
frontier orbital gap	0.1348	Eh


What is the energy in the first record?
-2575.7125 Ha


What is the formula in the third record?
C24H30N2O9


Look up the energy of the first one.
-2575.7125 Ha


The lowest energy belongs to which entry?
C54H70FO8P2S